This record from the OMol25 dataset describes a structure of composition C20H20N3O6S2Y. The level of theory is ωB97M-V with the def2-TZVPD basis set.

Calculated values
HOMO level	-8.082	eV
2S+1	1
electronic energy	-2224.6202	hartree
gap between HOMO and LUMO	0.2715	hartree

Structure (XYZ):
```
52
Properties=species:S:1:pos:R:3:forces:R:3
Y -0.4541 0.1869 0.3164 -0.324 -0.535 0.114
C -3.8869 4.8576 5.7151 0.013 0.008 -0.002
C -3.5903 4.2411 4.3792 -0.009 -0.015 0.021
C -3.5005 5.0259 3.2276 -0.008 -0.012 0.008
C -3.1704 4.4662 2.0077 0.029 -0.006 0.012
C -2.9290 3.0981 1.9428 -0.003 0.064 -0.016
C -3.0449 2.2927 3.0665 -0.035 -0.060 0.003
C -3.3754 2.8683 4.2818 0.037 -0.017 0.044
S -2.4290 2.4282 0.4130 0.024 -0.014 -0.006
O -2.6354 0.9499 0.5165 0.053 0.039 0.067
O -3.0811 3.0904 -0.6764 -0.018 -0.021 -0.012
N -0.8308 2.5253 0.3640 -0.016 0.124 0.055
C -0.1427 2.7800 -0.8128 -0.052 0.040 -0.096
C -0.1987 3.9560 -1.5621 0.001 -0.021 -0.001
C 0.6248 4.0660 -2.6596 -0.003 0.007 -0.004
C 1.4876 3.0219 -2.9989 0.004 -0.008 -0.010
C 1.4683 1.8844 -2.2295 -0.054 -0.005 -0.027
N 0.6594 1.7545 -1.1669 0.061 0.021 0.099
H -4.4737 5.7701 5.6131 0.001 0.000 0.002
H -2.9529 5.1075 6.2229 0.001 -0.002 -0.001
H -4.4193 4.1585 6.3574 -0.009 0.005 -0.002
H -3.6947 6.0897 3.2906 0.007 -0.001 0.002
H -3.1098 5.0726 1.1138 0.004 0.008 0.002
H -2.8936 1.2240 3.0005 0.029 0.007 0.009
H -3.4272 2.2416 5.1663 0.036 -0.011 -0.006
H -0.8726 4.7442 -1.2621 0.000 0.002 -0.003
H 0.6092 4.9693 -3.2554 0.001 0.001 0.001
H 2.1501 3.0930 -3.8486 0.000 0.002 0.000
H 2.0977 1.0346 -2.4614 0.008 0.004 0.004
C -1.8192 -2.2815 -2.2033 0.036 -0.068 0.070
C -1.2142 -1.4830 -1.1001 0.107 -0.139 -0.255
O -0.9105 -2.0753 -0.0362 0.036 0.451 0.183
H -1.9240 -3.3326 -1.9288 -0.025 0.003 -0.040
H -1.2047 -2.1796 -3.1003 0.008 0.024 0.002
H -2.7917 -1.8509 -2.4504 -0.007 0.011 0.006
N 1.4619 -0.6960 1.5829 0.132 0.079 -0.092
C 0.9554 -0.3487 2.9058 0.048 -0.121 -0.073
C 0.4021 0.9147 3.0925 -0.073 0.117 -0.052
C -0.1069 1.2647 4.3355 -0.042 -0.087 0.004
C -0.1051 0.3445 5.3706 -0.013 0.051 -0.001
C 0.4549 -0.9115 5.1793 -0.045 -0.047 -0.026
C 0.9922 -1.2621 3.9492 -0.117 0.021 0.010
S -0.9062 0.7883 6.9235 -0.121 0.015 -0.037
O -0.4113 2.1256 7.1869 0.014 0.022 -0.002
O -0.4842 -0.2443 7.8439 0.044 0.002 0.030
O -2.3175 0.7417 6.5576 0.007 0.017 -0.064
H 1.5488 -1.7045 1.4982 -0.012 -0.001 -0.005
H 2.3890 -0.3071 1.4332 -0.013 0.031 0.049
H 0.3711 1.6694 2.3058 0.233 -0.009 0.018
H -0.5195 2.2496 4.5041 -0.001 0.025 0.012
H 0.4535 -1.6038 6.0111 0.014 0.001 0.002
H 1.4286 -2.2426 3.7969 0.012 0.000 0.001
```
Forces are in eV/Å.